Record 1
Computed, not measured: a molecular structure, C9H7N3O5Tl at a distorted geometry, with ωB97M-V/def2-TZVPD.

Each line ends with the Löwdin charge.
Atoms and positions in Å:
Tl  -0.07945  -0.66132  -1.93751  0.98
O  -0.64353  2.80404  -2.22528  0.26
C  -0.48112  1.66142  -2.26790  0.09
C  2.09236  -1.43807  -2.18865  0.06
O  3.18258  -1.77941  -2.27582  0.28
C  -1.84964  -2.10437  -2.10186  0.07
O  -2.70689  -2.82663  -2.26784  0.31
C  -0.04322  -0.59221  -4.50252  0.06
O  -0.04896  -0.59988  -5.63365  0.26
C  -2.16980  0.00291  2.84750  0.06
N  -0.94514  0.14243  2.06610  0.00
C  0.20849  0.55773  2.67474  0.08
C  1.38970  0.74911  2.00426  0.08
C  1.37499  0.52101  0.62360  -0.34
N  0.27625  0.01496  0.09995  0.05
C  -0.94562  -0.14099  0.72152  -0.45
O  -1.93415  -0.53847  0.05557  0.00
N  2.46826  0.71254  -0.16573  0.21
H  -2.98143  -0.32326  2.20921  0.11
H  -2.40423  0.96127  3.30807  0.13
H  -2.00292  -0.71683  3.64830  0.13
H  0.11660  0.73637  3.71971  0.16
H  2.32000  1.10043  2.45609  0.16
H  3.30665  1.01497  0.31546  0.15
H  2.50024  0.74225  -1.18331  0.10

Output
Energy above the lowest of the compared OMol25 structures with the same formula, charge and spin = 9.1 kJ/mol
F_max = 0.11999 hartree/bohr
LUMO energy = -0.50436 hartree
Spin multiplicity = 1
Charge = +3
E = -1058.88151 hartree
Highest occupied orbital energy = -20.0 eV

=====

Record 2
Computed, not measured: C9H7NO in the gas phase at a distorted geometry, with ωB97M-V/def2-TZVPD.

Each line ends with the Löwdin charge.
Atoms and positions in Å:
O  -1.06208  -3.60972  -1.50210  -0.02
C  0.07103  -3.17549  -1.12639  -0.14
C  -0.00338  -1.78712  -0.66389  -0.25
C  1.01796  -1.23641  -0.05399  0.00
C  0.66450  0.16528  0.08445  -0.14
C  1.42949  1.20659  0.79686  -0.03
C  0.71718  2.35122  0.96882  -0.13
C  -0.70211  2.50130  0.70533  -0.05
C  -1.34851  1.42620  0.07520  -0.04
C  -0.69380  0.30769  -0.32441  -0.27
N  -1.10590  -0.84008  -0.86239  0.14
H  1.01090  -3.73815  -1.07450  0.13
H  2.08554  -1.44166  0.45818  0.18
H  2.40556  1.02514  1.17762  0.09
H  1.19788  3.25687  1.47895  0.12
H  -1.29258  3.28299  1.24550  0.11
H  -2.35299  1.48306  -0.03301  0.07
H  -2.03871  -1.17769  -1.35023  0.22

Output
Energy above the lowest of the compared OMol25 structures with the same formula, charge and spin = 214.6 kJ/mol
F_max = 0.12327 hartree/bohr
LUMO energy = -0.00292 hartree
Structure (SMILES) = O=Cc1cc2ccccc2[nH]1
Spin multiplicity = 1
Charge = 0
E = -477.07766 hartree
Highest occupied orbital energy = -8.4 eV

=====

Record 3
Computed, not measured: a molecular structure, C9H7NO4STl at a distorted geometry, with ωB97M-V/def2-TZVPD.

Each line ends with the Löwdin charge.
Atoms and positions in Å:
Tl  0.00073  0.00587  -0.15874  0.89
O  0.14884  3.18520  0.36739  0.33
C  0.09548  2.04347  0.14623  0.01
C  -0.09870  -2.04855  -0.02705  0.01
O  -0.15494  -3.20478  0.09675  0.32
C  2.04646  -0.09670  -0.06026  0.00
O  3.20846  -0.15348  0.03535  0.33
C  -2.04455  0.10307  -0.10234  0.00
O  -3.20791  0.15350  -0.02743  0.33
C  0.03293  0.68650  -5.13410  -0.01
H  -0.87076  1.29298  -5.20887  0.06
H  0.99209  1.20344  -5.18863  0.06
C  -0.03229  -0.68393  -5.19244  -0.01
H  0.87353  -1.28356  -5.29371  0.07
H  -0.98916  -1.19400  -5.31406  0.07
S  -0.88928  -0.25288  4.65749  1.21
C  0.86357  -0.10993  4.35789  -0.23
C  1.15061  -0.03382  3.03370  -0.18
N  -0.03111  -0.09612  2.32856  -0.16
C  -1.17284  -0.20690  2.95543  -0.41
H  1.59689  -0.08641  5.12162  0.10
H  2.10728  0.05800  2.54449  0.11
H  -2.16266  -0.26337  2.51402  0.09

Output
Energy above the lowest of the compared OMol25 structures with the same formula, charge and spin = 598.4 kJ/mol
F_max = 0.22976 hartree/bohr
LUMO energy (spin up / spin down) = -0.54274 / -0.54273 hartree
Spin multiplicity = 1
Charge = +3
E = -1272.00823 hartree
Highest occupied orbital energy (spin up / spin down) = -18.3 / -18.3 eV

=====

Record 4
Computed, not measured: a molecular structure, C9H7NOS at a distorted geometry, with ωB97M-V/def2-TZVPD.

Each line ends with the Löwdin charge.
Atoms and positions in Å:
C  0.95728  -0.88996  -2.02106  -0.10
C  0.96374  0.49608  -2.02721  -0.07
C  1.20217  -1.64075  -0.90870  0.00
C  1.07184  1.18507  -0.80372  -0.10
C  1.36616  -1.02597  0.36662  -0.09
C  1.25468  0.42119  0.32726  -0.42
C  1.65339  -1.42385  1.77240  -0.59
C  -1.55246  0.19942  2.45427  -0.06
C  -1.01755  1.16811  1.78382  -0.09
N  1.51476  -0.40268  2.65541  -0.27
O  1.90688  -2.54212  2.18204  0.06
S  1.35078  1.06188  1.97853  1.11
H  1.05750  -1.28909  -2.98172  0.09
H  0.59414  1.06051  -2.91577  0.12
H  1.04240  -2.73510  -1.03161  0.13
H  1.02185  2.26593  -0.86175  0.11
H  -2.52467  -0.14724  2.50695  0.04
H  -0.81748  -0.16929  3.20367  0.06
H  -1.45484  1.72515  0.98079  0.05

Output
Energy above the lowest of the compared OMol25 structures with the same formula, charge and spin = 459.0 kJ/mol
F_max = 0.07319 hartree/bohr
LUMO energy (spin up / spin down) = -0.04000 / -0.04019 hartree
Spin multiplicity = 1
Charge = 0
E = -875.18910 hartree
Highest occupied orbital energy (spin up / spin down) = -8.8 / -8.8 eV

=====

Record 5
Computed, not measured: C9H8 in the gas phase at a distorted geometry, with ωB97M-V/def2-TZVPD.

Each line ends with the Löwdin charge.
Atoms and positions in Å:
C  -3.23170  -0.24696  0.45990  0.08
C  -2.20914  0.81534  0.07263  -0.15
C  -2.03588  -0.71349  0.08461  -0.16
C  -1.09803  1.19794  -0.29583  0.09
C  -0.76940  -1.39558  -0.33879  -0.13
C  1.28022  1.32204  0.36484  -0.09
C  1.26014  -0.15323  0.88465  -0.05
C  0.29960  0.93074  -0.75568  -0.22
C  0.40126  -0.55863  -0.41710  -0.28
H  -0.50495  -2.26909  0.39079  0.17
H  -0.97082  -1.90052  -1.29996  0.13
H  0.88904  1.98349  1.01386  0.07
H  2.21163  1.55883  -0.08836  0.10
H  2.11826  -0.67045  0.96470  0.07
H  0.56900  -0.16875  1.63289  0.08
H  0.57064  1.33451  -1.69650  0.12
H  1.22013  -1.06620  -0.97666  0.16

Output
Energy above the lowest of the compared OMol25 structures with the same formula, charge and spin = 665.5 kJ/mol
F_max = 0.10106 hartree/bohr
LUMO energy = 0.01519 hartree
Spin multiplicity = 1
Charge = 0
E = -347.44609 hartree
Highest occupied orbital energy = -8.4 eV

=====

Record 6
Computed, not measured: 2 unconnected molecules or ions with the total composition C9H8BrN at a distorted geometry, with ωB97M-V/def2-TZVPD.

Each line ends with the Löwdin charge.
Atoms and positions in Å:
C  -2.39575  1.82269  0.71505  -0.37
C  2.35221  -0.89274  0.86016  -0.12
C  2.21923  0.43052  1.09598  -0.09
C  1.29488  -1.78431  1.01276  -0.12
C  0.91752  1.01268  1.20280  -0.06
C  0.03666  -1.36903  1.17681  -0.12
C  -0.06452  0.02986  1.22528  0.03
C  -2.25833  1.01886  -1.68537  -0.14
C  -2.44451  0.74538  -0.20686  -0.69
N  -2.50399  2.71503  1.41053  0.17
Br  -3.49319  -0.74154  0.39934  0.75
H  3.32862  -1.35055  0.61258  0.12
H  2.91218  1.16920  0.90704  0.08
H  1.60314  -2.87175  0.77569  0.14
H  0.69311  2.05964  0.97478  0.11
H  -0.83422  -1.94063  1.09493  0.05
H  -3.21985  1.22431  -2.19979  0.08
H  -1.82867  0.19074  -2.30063  0.09
H  -1.74190  1.98538  -1.95305  0.10

Output
Energy above the lowest of the compared OMol25 structures with the same formula, charge and spin = 400.5 kJ/mol
F_max = 0.08660 hartree/bohr
LUMO energy (spin up / spin down) = -0.00157 / -0.04204 hartree
Spin multiplicity = 1
Charge = 0
E = -2976.33414 hartree
Highest occupied orbital energy (spin up / spin down) = -8.7 / -8.8 eV